(1)
C27H23Br9N4O8 | ωB97M-V with the def2-TZVPD basis set

Summary:
HOMO level (eV): -9.690
Total energy (Eh): -25029.28797
E_LUMO (eV): -0.675

Atoms and positions in Å:
C1 22.720 15.302 13.412
C2 23.769 15.832 12.698
C3 23.949 15.413 11.406
C4 23.078 14.543 10.833
C5 21.966 14.021 11.470
C6 21.815 14.414 12.830
N1 23.376 14.054 9.426
O1 24.324 14.467 8.823
O2 22.621 13.221 9.011
H1 22.727 15.555 14.457
H2 24.502 16.489 13.207
H3 24.799 15.790 10.863
H4 21.336 13.370 10.976
H5 21.004 13.946 13.438
C7 9.814 12.253 16.236
C8 10.623 11.844 15.177
C9 11.840 11.202 15.436
C10 12.207 11.032 16.794
C11 11.462 11.506 17.854
C12 10.233 12.109 17.585
N2 13.445 10.255 16.990
O3 13.895 10.368 18.142
O4 13.921 9.633 16.084
H6 8.916 12.748 16.070
H7 10.223 11.934 14.183
H8 12.449 10.794 14.632
H9 11.724 11.328 18.890
H10 9.671 12.611 18.378
C13 20.538 17.672 16.292
C14 19.850 16.760 17.104
C15 18.813 16.004 16.577
C16 18.477 16.199 15.197
C17 19.175 17.037 14.379
C18 20.241 17.738 14.949
N3 17.318 15.416 14.581
O5 17.109 15.507 13.374
O6 16.574 14.754 15.310
H11 21.273 18.425 16.677
H12 20.079 16.581 18.163
H13 18.340 15.191 17.080
H14 19.004 17.017 13.320
H15 20.892 18.342 14.266
C19 17.459 8.396 15.251
C20 17.423 9.095 16.440
C21 17.814 10.465 16.379
C22 18.267 10.987 15.164
C23 18.222 10.318 13.980
C24 17.928 8.966 14.052
N4 18.623 12.422 15.084
O7 18.933 13.025 16.078
O8 18.560 12.972 14.042
H16 17.077 7.376 15.282
H17 17.086 8.702 17.371
H18 17.655 11.016 17.256
H19 18.515 10.661 12.992
H20 18.027 8.387 13.203
C25 14.065 9.552 11.283
Br1 12.301 10.296 11.328
Br2 15.250 10.862 12.234
Br3 14.609 9.074 9.415
H21 14.102 8.635 11.853
C26 15.818 14.715 19.627
Br4 15.663 16.420 18.651
Br5 17.696 14.183 19.961
Br6 14.829 13.315 18.773
H22 15.369 14.771 20.549
C27 21.725 9.234 14.950
Br7 22.115 10.542 13.565
Br8 22.611 9.549 16.693
Br9 22.187 7.506 14.275
H23 20.668 9.276 15.079

***

(2)
C6H8OS | ωB97M-V with the def2-TZVPD basis set

Summary:
HOMO level (eV): -8.819
Total energy (Eh): -706.77704
E_LUMO (eV): -0.095
SMILES: C=CC(=S)O/C=C/C

Atoms and positions in Å:
C1 -1.706 1.351 2.330
C2 -0.698 1.014 1.353
C3 -0.731 -0.029 0.516
C4 0.294 -1.313 -1.100
C5 1.492 -1.322 -2.030
C6 2.308 -0.282 -2.142
H1 -2.123 2.368 2.283
H2 -2.547 0.664 2.224
H3 -1.290 1.303 3.352
H4 0.184 1.640 1.226
H5 -1.566 -0.764 0.642
H6 1.473 -2.094 -2.822
H7 2.142 0.620 -1.539
H8 3.167 -0.334 -2.821
O1 0.300 -0.235 -0.385
S1 -0.698 -2.588 -1.088

***

(3)
BaF30P5 | ωB97M-V with the def2-TZVPD basis set

Summary:
HOMO level (eV): -4.999
Charge: -3
Total energy (Eh): -4729.63468
E_LUMO (eV): 6.440

Atoms and positions in Å:
Ba1 6.779 2.345 -10.306
P1 5.165 -0.270 -8.271
F1 5.501 -0.982 -6.845
F2 3.625 -0.769 -8.317
F3 4.855 1.033 -7.369
F4 4.957 0.439 -9.728
F5 6.699 0.380 -8.394
F6 5.600 -1.651 -8.935
P2 3.727 3.831 -11.198
F7 3.666 5.058 -12.266
F8 2.251 4.253 -10.689
F9 3.142 2.818 -12.235
F10 3.917 2.737 -10.046
F11 5.257 3.483 -11.858
F12 4.328 4.858 -10.088
P3 5.502 -0.317 -13.552
F13 4.972 -1.444 -14.627
F14 5.558 0.820 -14.680
F15 3.944 0.020 -13.201
F16 5.974 0.679 -12.336
F17 5.548 -1.514 -12.451
F18 7.016 -0.710 -13.957
P4 7.677 4.547 -6.836
F19 7.207 3.111 -6.151
F20 7.560 3.822 -8.314
F21 6.145 5.014 -6.827
F22 8.090 5.979 -7.488
F23 7.968 5.060 -5.311
F24 9.231 4.054 -6.844
P5 8.910 4.944 -12.455
F25 10.459 4.699 -12.875
F26 8.598 4.677 -13.999
F27 8.770 3.322 -12.071
F28 7.406 5.201 -11.994
F29 9.204 5.236 -10.857
F30 9.051 6.545 -12.704

***

(4)
C46H55N7O2 | ωB97M-V with the def2-TZVPD basis set

Summary:
HOMO level (eV): -8.028
Total energy (Eh): -2319.27188
E_LUMO (eV): -1.292
SMILES: C=CCc1cc(CCC(C)C)c2c(c1)C(=O)C=CC2=O.c1cc[nH]c1.c1cc[nH]c1.c1cc[nH]c1.c1cc[nH]c1.c1cc[nH]c1.c1cc[nH]c1.c1cc[nH]c1

Atoms and positions in Å:
C1 -0.157 6.973 -2.252
C2 -1.148 6.662 -3.218
C3 -1.628 5.156 -3.563
C4 -2.049 4.320 -2.265
C5 -2.006 2.760 -2.174
C6 -2.390 1.962 -0.877
C7 -2.322 0.373 -0.904
C8 -1.047 -0.239 -1.702
C9 0.216 -0.467 -0.704
C10 0.610 0.885 0.076
C11 1.477 -0.840 -1.670
C12 -2.832 2.734 0.399
C13 -2.909 4.310 0.281
C14 -2.535 5.084 -1.009
C15 -3.403 5.234 1.508
O1 -3.205 6.482 1.543
C16 -4.207 4.468 2.655
C17 -4.134 3.062 2.769
C18 -3.224 2.127 1.815
O2 -2.880 1.024 2.308
H1 0.348 6.105 -1.703
H2 0.138 8.025 -1.935
H3 -1.583 7.558 -3.796
H4 -0.716 4.640 -4.052
H5 -2.438 5.196 -4.372
H6 -1.668 2.194 -3.118
H7 -2.354 -0.135 0.113
H8 -3.258 0.015 -1.486
H9 -0.763 0.333 -2.646
H10 -1.359 -1.308 -2.022
H11 0.004 -1.322 0.051
H12 1.514 0.704 0.774
H13 -0.253 1.276 0.719
H14 0.838 1.670 -0.726
H15 1.542 0.029 -2.425
H16 2.441 -0.986 -1.071
H17 1.163 -1.795 -2.237
H18 -2.625 6.229 -1.015
H19 -4.852 5.071 3.394
H20 -4.715 2.524 3.596
N1 -7.835 7.000 3.156
C19 -9.106 6.540 2.930
C20 -9.206 6.208 1.601
C21 -7.948 6.472 1.004
C22 -7.122 6.957 1.988
H21 -7.481 7.318 4.043
H22 -9.826 6.490 3.732
H23 -10.087 5.818 1.113
H24 -7.678 6.324 -0.031
H25 -6.090 7.275 1.957
N2 5.977 2.011 1.107
C23 5.391 1.500 -0.020
C24 4.219 2.185 -0.235
C25 4.098 3.148 0.797
C26 5.198 3.019 1.609
H26 6.847 1.694 1.505
H27 5.855 0.695 -0.569
H28 3.527 2.012 -1.046
H29 3.294 3.857 0.932
H30 5.493 3.555 2.498
N3 4.084 -3.490 -2.802
C27 3.631 -4.166 -1.701
C28 3.992 -5.485 -1.835
C29 4.693 -5.610 -3.059
C30 4.738 -4.363 -3.633
H31 3.957 -2.506 -2.974
H32 3.091 -3.652 -0.920
H33 3.775 -6.273 -1.128
H34 5.119 -6.512 -3.474
H35 5.176 -4.021 -4.558
N4 -1.140 -4.756 2.640
C31 -1.281 -4.776 1.275
C32 -1.708 -3.529 0.879
C33 -1.819 -2.732 2.042
C34 -1.461 -3.511 3.106
H36 -0.844 -5.534 3.206
H37 -1.070 -5.670 0.709
H38 -1.916 -3.226 -0.137
H39 -2.129 -1.698 2.093
H40 -1.409 -3.286 4.161
N5 3.086 -4.753 -6.466
C35 1.995 -4.889 -7.281
C36 2.432 -4.866 -8.583
C37 3.840 -4.716 -8.553
C38 4.216 -4.652 -7.233
H41 3.062 -4.731 -5.457
H42 1.004 -4.989 -6.865
H43 1.807 -4.949 -9.460
H44 4.505 -4.661 -9.402
H45 5.187 -4.542 -6.775
N6 1.599 -0.915 5.546
C39 0.821 -0.524 6.603
C40 -0.399 -0.130 6.108
C41 -0.357 -0.295 4.701
C42 0.886 -0.784 4.384
H46 2.547 -1.248 5.614
H47 1.201 -0.558 7.613
H48 -1.230 0.236 6.694
H49 -1.151 -0.081 4.000
H50 1.325 -1.047 3.433
N7 2.083 -6.063 3.996
C43 2.396 -4.928 3.295
C44 3.148 -5.294 2.209
C45 3.291 -6.704 2.249
C46 2.622 -7.151 3.362
H51 1.541 -6.092 4.844
H52 2.058 -3.959 3.631
H53 3.549 -4.621 1.466
H54 3.824 -7.322 1.542
H55 2.483 -8.147 3.756